{
  "formula": "C2H6N2O",
  "method": "the ωB97M-V functional and the def2-TZVPD basis",
  "energy_ha": -264.5013,
  "de_lowest_kcal_mol": 54.0,
  "lumo_ev": 0.9,
  "charge": 0,
  "orbital_gap_ev": 10.11,
  "species": ["O", "N", "N", "C", "C", "H", "H", "H", "H", "H", "H"],
  "coordinates": [[-0.23439, 0.46459, 2.80890], [1.19998, -0.72782, -0.73145], [-1.11795, -0.50105, -0.89095], [0.10786, -0.85493, -1.37005], [0.27829, 1.24681, 2.05408], [0.07785, -1.22929, -2.39992], [-1.40922, -0.59416, 0.06954], [-1.88208, -0.50057, -1.54182], [1.98395, -0.49590, -1.32789], [0.64279, 2.24755, 2.33370], [0.35292, 0.94474, 0.99587]],
  "forces_ev_per_a": [[0.0, 0.3, 0.5], [-0.6, 1.1, 0.7], [-0.8, -0.5, 0.1], [0.8, 0.3, -0.4], [-0.4, -0.7, -0.8], [-0.1, 0.6, -0.2], [0.5, 0.2, 0.2], [0.0, -0.4, -0.1], [0.2, -1.2, -0.2], [0.0, 0.0, 0.3], [0.3, 0.4, -0.1]]
}